[1]
105
Properties=species:S:1:pos:R:3:nbo_charge:R:1 method="wB97M-V/def2-TZVPD" fmax_ha_per_bohr=0.0095 e_lumo_ev=3.7 e_above_lowest_kcal_mol=0.00 mol_weight_g_mol=1264.2 charge=-2 orbital_gap_ev=6.680
Bi -0.54659 -0.66612 0.45207 1.658
C -0.59295 -4.31022 -0.43558 -0.669
C -1.84729 -3.73334 -1.00777 0.260
C -2.77956 -4.56683 -1.66884 -0.193
C -3.97856 -4.07184 -2.07722 -0.169
C -4.29706 -2.71445 -1.85859 -0.126
C -5.54196 -2.11627 -2.16712 -0.109
Br -6.93955 -3.13704 -2.98121 -0.019
C -5.78119 -0.80714 -1.87153 -0.238
C -4.76817 -0.02307 -1.30957 -0.220
Br -5.17966 1.78395 -0.89068 0.014
C -3.47298 -0.48890 -1.03330 0.443
O -2.53358 0.27022 -0.60751 -0.787
C -3.28804 -1.91711 -1.26643 0.106
N -2.10512 -2.44773 -0.85095 -0.449
H -0.46946 -5.35160 -0.73595 0.200
H -0.62083 -4.25476 0.65651 0.245
H 0.27218 -3.73211 -0.76488 0.283
H -2.53222 -5.61074 -1.82215 0.199
H -4.70358 -4.71149 -2.56172 0.215
H -6.74708 -0.36687 -2.07354 0.226
C 2.78912 0.97444 -1.75920 -0.652
C 1.53488 1.69185 -2.24450 0.275
C 0.83290 0.87200 -3.31561 -0.616
C 1.88630 3.08221 -2.77615 -0.631
O 0.58833 1.77801 -1.15396 -0.970
Si 0.43831 2.77094 0.13476 2.223
S -0.54786 1.67297 1.62484 -0.860
O 1.96511 3.23232 0.56478 -0.956
C 2.44917 4.28232 1.41376 0.280
C 3.81171 3.82029 1.90800 -0.617
C 1.52098 4.52479 2.60600 -0.647
C 2.58854 5.55540 0.57907 -0.632
O -0.29654 4.20258 -0.23556 -0.972
C -1.62394 4.56125 -0.65601 0.277
C -2.59222 4.49642 0.52025 -0.638
C -1.50015 5.99802 -1.14826 -0.612
C -2.10280 3.65328 -1.78493 -0.638
H 3.48836 0.83581 -2.59099 0.198
H 2.51499 -0.00918 -1.36824 0.260
H 3.27351 1.55183 -0.96746 0.214
H 1.46279 0.80093 -4.20704 0.196
H -0.11824 1.34256 -3.58486 0.205
H 0.62607 -0.13996 -2.95537 0.246
H 2.59227 2.99503 -3.60591 0.203
H 2.34144 3.69043 -1.98796 0.218
H 0.98977 3.59331 -3.13264 0.203
H 3.70558 2.87420 2.44278 0.227
H 4.24776 4.56557 2.58067 0.190
H 4.48688 3.66283 1.06196 0.207
H 1.32979 3.58472 3.12892 0.238
H 0.55934 4.92242 2.26692 0.222
H 1.97791 5.23794 3.29725 0.196
H 3.31001 5.39801 -0.22821 0.203
H 2.92733 6.39100 1.20116 0.192
H 1.62021 5.80217 0.13955 0.233
H -2.25449 5.15786 1.32657 0.197
H -2.65110 3.47860 0.90930 0.254
H -3.59065 4.80580 0.19570 0.198
H -1.11745 6.63708 -0.34636 0.202
H -2.47805 6.37410 -1.46462 0.196
H -0.80746 6.04792 -1.99368 0.206
H -2.23016 2.62700 -1.42852 0.258
H -1.37490 3.64936 -2.59864 0.201
H -3.06272 4.00640 -2.16909 0.202
Cl 2.77382 0.00200 1.40398 0.024
C 3.26321 -1.56224 1.95540 0.058
C 4.61823 -1.84449 1.93772 -0.267
C 5.07444 -3.08451 2.34839 -0.237
C 4.15936 -4.03841 2.75979 -0.244
C 2.80588 -3.73847 2.77211 -0.036
Cl 1.72794 -5.00584 3.29080 -0.019
C 2.29062 -2.47939 2.39528 -0.237
S 0.58109 -2.12869 2.53654 -0.339
H 5.30930 -1.08277 1.59727 0.216
H 6.13387 -3.31205 2.33500 0.203
H 4.48423 -5.02599 3.06593 0.213
N -6.70746 -3.36678 8.13353 -0.369
C -6.08052 -3.05937 7.21733 0.307
C -5.29592 -2.67466 6.07134 -0.222
C -5.92244 -2.35901 4.86739 -0.165
C -5.17221 -1.98423 3.76804 -0.207
C -3.77965 -1.91587 3.84814 0.040
C -3.15314 -2.24333 5.06363 -0.212
C -3.90166 -2.61720 6.16178 -0.153
C -2.95942 -1.53209 2.74186 -0.194
C -2.16889 -1.22094 1.87926 -0.369
H -7.00160 -2.41217 4.80472 0.216
H -5.66071 -1.73970 2.83343 0.229
H -2.07084 -2.20420 5.10634 0.244
H -3.41860 -2.87081 7.09726 0.217
Cl 7.20475 -3.11368 -5.01067 -0.062
C 5.61386 -2.94073 -4.28627 -0.056
C 5.49049 -2.29339 -3.06842 -0.209
C 4.22680 -2.16839 -2.50120 -0.182
C 3.10118 -2.66439 -3.14765 -0.138
C 3.25480 -3.30717 -4.37044 -0.165
C 4.51063 -3.45870 -4.94554 -0.263
C 1.70643 -2.50814 -2.52597 0.756
O 0.74019 -2.82328 -3.24845 -0.743
O 1.69936 -2.07109 -1.34473 -0.784
H 6.36716 -1.89351 -2.57407 0.206
H 4.09305 -1.69042 -1.53715 0.247
H 2.36419 -3.67904 -4.86091 0.238
H 4.64074 -3.96622 -5.89330 0.210



[2]
107
Properties=species:S:1:pos:R:3:lowdin_charge:R:1 method="wB97M-V/def2-TZVPD" fmax_ha_per_bohr=0.0102 e_lumo_ev=1.8 e_above_lowest_kcal_mol=24.75 mol_weight_g_mol=1191.9 charge=-1 orbital_gap_ev=6.637
Ta -1.33292 -0.64167 -2.00632 1.403
O 4.02120 -2.91605 -2.02048 -0.088
C 3.45256 -3.60557 -3.12345 -0.228
C 2.02663 -3.09499 -3.34043 -0.557
C 1.41656 -4.01172 -4.43031 -0.268
O 0.40911 -3.43693 -5.22188 -0.098
C 2.11503 -1.64680 -3.84369 -0.471
Se 0.84727 -0.23977 -3.27594 0.697
C 1.28561 -3.22772 -2.00234 -0.509
Se -0.64621 -3.16044 -2.19000 0.771
H 4.81133 -3.36605 -1.70761 0.080
H 3.40886 -4.68565 -2.92777 0.129
H 4.04766 -3.44228 -4.03155 0.126
H 1.06167 -4.93260 -3.94742 0.117
H 2.20732 -4.29476 -5.13269 0.122
H -0.32029 -3.19841 -4.62542 0.008
H 2.07038 -1.63597 -4.93109 0.056
H 3.06300 -1.21708 -3.52437 0.045
H 1.58040 -2.45319 -1.29720 0.028
H 1.52399 -4.19566 -1.55477 0.069
C -0.93063 5.15871 1.54767 -0.071
O -1.53777 5.56578 0.33199 -0.073
C -1.65737 4.62420 -0.63676 -0.268
C -2.23583 5.07209 -1.84306 -0.010
C -2.38488 4.18802 -2.87388 -0.021
C -1.97641 2.84321 -2.76054 -0.100
C -2.20193 1.88389 -3.80695 -0.341
C -2.70797 2.29360 -5.16237 0.014
O -2.02248 0.66443 -3.65180 -0.156
C -1.39087 2.41488 -1.54715 -0.311
O -0.92381 1.21277 -1.37872 -0.305
C -1.24506 3.32215 -0.48729 0.050
H -0.90575 6.04151 2.18134 0.089
H 0.08719 4.79858 1.37625 0.085
H -1.51305 4.37304 2.03439 0.099
H -2.55175 6.10293 -1.92190 0.111
H -2.84365 4.53105 -3.79168 0.105
H -2.41233 3.30023 -5.44596 0.073
H -3.79883 2.23329 -5.15198 0.103
H -2.34059 1.57427 -5.89061 0.094
H -0.79517 2.93953 0.41517 0.113
C -9.30679 -1.22062 1.52585 -0.058
C -7.88791 -0.90382 1.13764 -0.275
C -7.54954 -0.64840 -0.18626 -0.028
C -6.23884 -0.37704 -0.55115 -0.044
C -5.25631 -0.35862 0.42473 -0.285
C -5.57013 -0.60751 1.75338 -0.046
C -6.88182 -0.87788 2.10282 -0.041
S -3.57245 -0.02056 -0.00879 0.575
O -2.97856 0.66611 1.10983 -0.301
O -3.61454 0.72494 -1.26955 -0.330
N -2.82766 -1.39743 -0.30639 -0.283
C -3.65732 -2.44837 -0.89716 -0.224
C -3.89655 -2.18675 -2.37354 -0.620
O -4.90317 -2.50623 -2.96178 0.077
O -2.87863 -1.55897 -2.93020 -0.291
H -9.99881 -0.98244 0.71879 0.071
H -9.60800 -0.65924 2.41145 0.076
H -9.41753 -2.28207 1.75784 0.081
H -8.31973 -0.66702 -0.94825 0.112
H -5.97549 -0.18753 -1.58295 0.117
H -4.78606 -0.57279 2.49826 0.115
H -7.13219 -1.06695 3.14059 0.111
H -4.60903 -2.58964 -0.38624 0.112
H -3.09856 -3.38345 -0.81636 0.080
C 2.01629 -2.59195 6.59232 -0.045
C 3.38348 -2.01058 6.84892 -0.747
O 3.95574 -2.12715 7.90292 -0.017
S 4.20575 -1.08133 5.56114 1.004
C 3.08941 -1.11222 4.18593 -0.586
C 2.06089 -0.17674 4.08620 -0.100
C 1.21639 -0.18431 2.99131 -0.033
C 1.39618 -1.10799 1.95039 -0.242
C 2.42470 -2.05003 2.06997 -0.028
C 3.25978 -2.04948 3.17225 -0.119
C 0.58699 -1.02834 0.78552 -0.096
C -0.12200 -0.92166 -0.19427 -0.198
H 1.27122 -1.86084 6.91287 0.094
H 1.91388 -3.48038 7.21222 0.085
H 1.83332 -2.82043 5.54709 0.067
H 1.93186 0.56251 4.86728 0.107
H 0.41327 0.53674 2.90552 0.122
H 2.57838 -2.76677 1.27250 0.118
H 4.05980 -2.77578 3.24746 0.105
C 3.18422 4.72445 -0.58073 -0.067
C 2.12025 3.90457 -0.91949 -0.140
N 1.81084 2.79749 -0.24856 0.106
C 2.59157 2.44156 0.76246 -0.080
C 3.69721 3.18725 1.18587 -0.207
C 3.96471 4.36926 0.50634 -0.039
C 4.53529 2.81453 2.34074 -0.036
C 5.14101 1.66581 2.65534 -0.033
C 5.25373 0.42660 1.87178 -0.272
C 6.14246 -0.56719 2.27701 -0.027
C 6.27559 -1.66735 1.45267 -0.140
N 5.57191 -1.81899 0.33391 0.093
C 4.71365 -0.83415 0.05741 -0.175
N 4.54077 0.27769 0.75552 0.168
H 3.38654 5.62374 -1.14732 0.097
H 1.46364 4.15822 -1.74615 0.110
H 2.32588 1.52650 1.27498 0.094
H 4.79501 4.99442 0.81676 0.112
H 4.71192 3.63526 3.03235 0.110
H 5.71383 1.65743 3.57704 0.103
H 6.70879 -0.47818 3.19441 0.106
H 6.97711 -2.45949 1.69615 0.107
H 4.10412 -0.95529 -0.82997 0.107